Run P
Entry from OMol25: C11H14ClNO as an isolated structure (ωB97M-V/def2-TZVPD).

Gap between HOMO and LUMO ... 0.36235 hartree
LUMO ... 0.60 eV
HOMO ... -9.260 eV

Last column: Mulliken charge in e.
Geometry (Å):
C -3.551 -0.317 -0.022  -0.266
C -0.431 1.562 -0.291  -1.598
C 4.323 -1.813 0.427  -1.738
O 1.150 0.114 -2.076  -0.536
H -0.151 2.262 0.304  0.762
H -5.617 0.072 0.839  0.331
C 3.260 -0.650 -0.082  -0.428
H -4.599 2.374 1.539  0.295
H 1.646 -2.032 0.312  0.158
C -2.271 -0.238 -0.402  -0.331
H 5.180 -1.481 0.636  0.593
H 3.151 0.006 0.721  0.406
C -1.875 0.927 0.008  1.064
H -3.946 -1.591 -0.115  0.057
C 1.236 -0.185 -1.027  0.562
H 2.195 -2.054 -1.741  0.215
C -4.516 0.307 0.684  -0.629
H 4.009 -2.243 1.181  0.590
H -1.614 -0.824 -0.855  0.678
C 2.129 -1.118 -0.721  -0.511
N 0.510 0.424 -0.201  -0.216
Cl -2.146 3.764 1.159  -0.213
C -2.624 1.979 0.781  -0.135
C -3.999 1.700 0.855  -0.432
H -0.280 1.565 -1.261  0.403
H 3.659 -0.135 -0.924  0.343
H 4.516 -2.454 -0.492  0.281
H 0.653 0.077 0.766  0.295

Run Q
Entry from OMol25: one molecule with the formula C11H14ClNO (ωB97M-V/def2-TZVPD).

Gap between HOMO and LUMO ... 0.35449 hartree
Structure (SMILES) ... N[C@H]1CCCc2cc(Cl)ccc2[C@@H]1O
LUMO ... 0.67 eV
HOMO ... -8.977 eV

Last column: Mulliken charge in e.
Geometry (Å):
C 0.808 -0.169 0.533  0.520
H -2.010 -1.690 -1.029  0.255
N -1.703 1.045 2.035  -0.798
C 2.865 1.097 -0.817  0.306
O -0.536 -2.156 0.959  -0.566
H -1.389 1.291 -0.540  0.299
H -2.141 -0.476 -2.350  0.455
H 0.315 -2.591 1.160  0.424
H 0.102 -0.985 -2.747  0.359
C -0.323 -0.823 1.289  -0.239
Cl 4.165 1.866 -1.669  -0.218
H -2.993 0.658 -0.639  0.413
H 1.698 0.538 2.347  0.357
H -0.007 -2.046 -1.360  0.268
H 1.792 0.403 -2.624  0.331
H 3.642 1.788 1.024  0.377
C 0.863 -0.224 -0.859  1.039
C -1.958 0.354 -0.383  -0.839
C -0.133 -0.987 -1.670  -0.911
H -2.473 -0.758 1.455  0.461
C -1.663 -0.089 1.111  -0.039
C 1.925 0.424 -1.533  -1.140
C 1.786 0.533 1.251  -0.852
C -1.605 -0.751 -1.423  -0.662
C 2.798 1.239 0.589  -0.795
H -2.628 1.436 1.931  0.318
H -1.080 1.750 1.599  0.321
H -0.117 -0.675 2.359  0.554

Run R
Entry from OMol25: one molecule with the formula C11H14ClNO (ωB97M-V/def2-TZVPD).

Gap between HOMO and LUMO ... 0.36813 hartree
Structure (SMILES) ... N[C@H]1CCCc2cc(Cl)ccc2[C@@H]1O
LUMO ... 0.79 eV
HOMO ... -9.226 eV

Last column: Mulliken charge in e.
Geometry (Å):
C -0.918 -1.829 -0.257  -1.063
H -1.417 1.080 -1.465  0.391
H 0.338 2.423 -1.757  0.444
C 0.410 -0.696 1.599  -1.014
H -0.366 -1.685 -1.163  0.366
H 2.860 -0.031 1.491  0.330
C 0.957 1.834 -1.110  -1.164
C 0.311 0.895 -0.278  0.891
Cl 4.843 1.546 -0.194  -0.214
H -1.691 2.590 0.368  0.366
C 3.060 1.300 -0.191  -0.169
H -0.461 -2.583 1.651  0.323
H -2.211 -0.569 0.937  0.326
C -1.260 0.780 -0.428  -0.302
C 0.089 -2.008 0.918  -0.568
H -3.553 -1.582 -0.643  0.294
H -0.376 -0.265 2.206  0.409
H -2.890 -0.800 -1.882  0.244
N -3.075 -0.703 -0.885  -0.741
H 1.255 -0.835 2.313  0.467
O -2.079 1.710 0.346  -0.576
H 0.987 -2.593 0.547  0.273
H 2.871 2.503 -1.925  0.315
C -1.844 -0.604 -0.106  0.190
C 2.328 0.554 0.744  -0.908
H -1.439 -2.765 -0.378  0.401
C 2.292 2.033 -1.087  -0.482
C 0.979 0.297 0.631  1.170

Run S
Entry from OMol25: one molecule with the formula C11H14ClNO (ωB97M-V/def2-TZVPD).

Gap between HOMO and LUMO ... 0.35093 hartree
Structure (SMILES) ... N[C@@H]1CCCc2cc(Cl)ccc2[C@H]1O
LUMO ... 0.69 eV
HOMO ... -8.855 eV

Last column: Mulliken charge in e.
Geometry (Å):
C 0.935 0.767 0.337  0.695
C 0.160 2.033 0.397  -0.846
H -1.216 -2.011 1.039  0.322
C 2.611 -1.589 0.132  -0.805
H -0.841 -0.369 2.587  0.414
O -1.479 -0.174 1.942  -0.551
C 3.144 -0.324 0.030  0.316
H 1.028 -2.696 0.752  0.419
H -0.057 2.189 1.500  0.194
H -0.502 0.532 -1.757  0.383
H 2.843 1.814 0.168  0.330
C 0.382 -0.661 0.420  0.689
C -1.177 1.973 -0.347  -0.571
H 0.825 2.841 -0.008  0.298
H -2.739 -2.463 -1.074  0.303
Cl 4.779 0.069 -0.333  -0.219
C -1.376 0.738 -1.147  -1.055
H -1.918 2.115 0.386  0.306
H -2.028 1.035 -1.985  0.436
C -1.927 -0.557 -0.439  -0.371
C 1.273 -1.714 0.469  -0.623
N -2.034 -1.673 -1.429  -0.728
H 3.288 -2.419 0.130  0.409
C 2.321 0.849 0.176  -1.082
H -2.920 -0.174 -0.180  0.446
H -1.284 2.852 -1.069  0.404
C -1.067 -0.913 0.803  0.150
H -1.021 -2.069 -1.502  0.338

The least stable of them is run P.